A molecular structure, C26H47CoO2Si2 at a distorted geometry. Source: OMol25; level of theory: wB97M-V/def2-TZVPD.

CARTESIAN COORDINATES (ANGSTROEM)
O -0.2485 2.3032 -3.0871
C 0.6445 3.2432 -3.7545
C -0.4279 4.3516 -3.8449
H 1.0076 2.8140 -4.7067
H 1.4723 3.4955 -3.0705
C -1.3111 3.3056 -3.1355
H -0.7906 4.6062 -4.8460
H -0.2301 5.2333 -3.2243
C -2.4097 2.7788 -4.0438
H -1.9739 2.4711 -5.0089
H -3.1551 3.5696 -4.2314
H -2.9224 1.9005 -3.6224
C -1.6590 3.6912 -1.7197
H -0.8364 4.2499 -1.2640
H -1.8047 2.8011 -1.1025
H -2.5550 4.3239 -1.6770
Co 0.1679 -0.0056 1.3324
C 0.9064 2.4149 2.5444
C 1.6615 1.2576 2.2130
C 1.6127 1.0887 0.7497
H 2.3529 0.7720 2.9017
C 0.7118 2.1150 0.2645
C 0.3461 2.9380 1.3621
H -0.2416 3.8490 1.3109
H 0.8304 2.8688 3.5278
H 2.3416 0.5310 0.1530
H 0.5424 2.3033 -0.7943
C -1.8398 0.7826 3.1561
C -2.3216 1.8258 2.3630
C -2.2194 1.4752 1.0049
H -2.7712 2.7480 2.7553
C -1.6918 0.1455 0.8724
C -1.5024 -0.3322 2.2844
H -1.6350 -1.3741 2.5752
H -1.8468 0.7385 4.2473
H -2.6001 2.0835 0.1911
H -1.9215 -0.5207 0.0436
O 0.2388 -0.5798 -3.1308
C -0.4932 -0.1513 -4.3218
C 0.0398 -0.8086 -5.5970
H -0.3619 0.9323 -4.4386
H -1.5742 -0.3367 -4.1829
C 1.1633 -1.7394 -5.1160
H 0.4325 -0.0585 -6.2877
H -0.7752 -1.3471 -6.0867
C 1.1156 -1.6598 -3.5742
H 2.1379 -1.4006 -5.5079
H 1.0086 -2.7712 -5.4647
H 2.1085 -1.5334 -3.1089
H 0.7054 -2.6101 -3.1881
C -1.1741 -3.4127 1.2552
Si 0.5715 -2.7481 1.0466
C 1.8087 -4.1629 1.2407
C 0.7378 -2.2804 -0.7615
C 1.1268 -1.4451 2.3103
Si 0.8882 -1.6540 4.1806
C 2.3442 -2.5637 4.9491
C 0.8964 -0.0694 5.2008
C -0.6224 -2.5930 4.8177
H -1.2484 -4.3772 0.7232
H -1.9601 -2.7657 0.8286
H -1.4346 -3.5980 2.3089
H 1.6570 -4.8889 0.4256
H 2.8436 -3.7915 1.1718
H 1.6870 -4.6851 2.2002
H -0.1822 -1.8658 -1.1993
H 1.5310 -1.5423 -0.9409
H 0.9937 -3.1742 -1.3568
H 2.2125 -1.2837 2.1585
H 3.2946 -2.0327 4.7826
H 2.1674 -2.5957 6.0394
H 2.4520 -3.5971 4.5901
H -0.0612 0.4680 5.1972
H 1.1127 -0.3747 6.2411
H 1.6839 0.6306 4.8933
H -1.5783 -2.0666 4.6833
H -0.7084 -3.6027 4.3935
H -0.4678 -2.7063 5.9063

Properties
multiplicity: 4
charge: -1
max |F|: 2.99 eV/Å
gap between HOMO and LUMO (spin up / spin down): 5.07 / 6.16 eV
E_HOMO (spin up / spin down): -2.533 / -3.629 eV
LUMO (spin up / spin down): 2.533 / 2.531 eV
E: -3130.9826 Eh